ORCA calculation (ωB97M-V/def2-TZVPD) on one molecule with the formula C6H14N2 in a non-equilibrium geometry.

Summary:
Gap between HOMO and LUMO (Eh): 0.340
Highest occupied orbital energy (eV): -8.2
F_max (eV/Å): 6.44
Structure (SMILES): CC/C=C(\N)[C@H](C)N

Last column: Löwdin charge in e.
Geometry (Å):
1 C -1.356 1.226 0.193  -0.341
2 C 1.058 -2.153 0.386  -0.219
3 C -2.142 0.975 -1.085  -0.101
4 C 2.262 -1.880 -0.489  -0.149
5 C -0.040 0.117 0.637  -0.313
6 N 0.992 0.733 1.285  0.087
7 N -0.712 2.545 0.170  -0.019
8 C -0.224 -1.047 0.094  -0.043
9 H -2.026 1.196 1.057  0.117
10 H 0.752 1.720 1.448  0.076
11 H 1.295 0.245 2.120  0.098
12 H -0.018 2.545 -0.577  0.082
13 H -1.385 3.280 -0.040  0.073
14 H -1.064 -1.503 -0.402  0.081
15 H 1.313 -2.159 1.448  0.079
16 H 0.618 -3.129 0.163  0.078
17 H -2.742 0.063 -1.006  0.066
18 H -2.848 1.790 -1.299  0.073
19 H -1.479 0.874 -1.952  0.080
20 H 3.019 -2.665 -0.376  0.064
21 H 1.987 -1.842 -1.548  0.070
22 H 2.741 -0.931 -0.228  0.061

ORCA calculation (ωB97M-V/def2-TZVPD) on one molecule with the formula C6H14N2 in a non-equilibrium geometry.

Summary:
Gap between HOMO and LUMO (Eh): 0.319
Highest occupied orbital energy (eV): -7.6
F_max (eV/Å): 3.10
Structure (SMILES): CN/C=C/C[C@H](C)N

Last column: Löwdin charge in e.
Geometry (Å):
1 C -1.833 2.010 0.360  -0.075
2 C -0.967 1.301 -0.739  -0.450
3 C -1.217 -0.235 -0.724  -0.199
4 C -0.263 -0.945 0.208  -0.127
5 C 1.084 -1.145 0.041  -0.143
6 N 1.732 -1.999 0.964  -0.131
7 C 3.110 -1.711 1.354  -0.108
8 N -1.385 1.994 -1.987  -0.014
9 H -1.492 2.950 0.714  0.053
10 H -1.887 1.303 1.234  0.083
11 H -2.835 2.067 -0.032  0.060
12 H 0.130 1.553 -0.526  0.144
13 H -1.054 -0.576 -1.716  0.080
14 H -2.307 -0.400 -0.359  0.137
15 H -0.712 -1.538 1.028  0.098
16 H 1.710 -0.616 -0.679  0.120
17 H 1.210 -2.519 1.661  0.112
18 H 3.708 -2.126 0.603  0.049
19 H 3.330 -2.138 2.325  0.080
20 H 3.190 -0.610 1.274  0.083
21 H -2.373 1.886 -2.207  0.057
22 H -0.880 1.494 -2.794  0.093

ORCA calculation (ωB97M-V/def2-TZVPD) on one molecule with the formula C6H14N2 in a non-equilibrium geometry.

Summary:
Gap between HOMO and LUMO (Eh): 0.253
Highest occupied orbital energy (eV): -6.1
F_max (eV/Å): 2.40

Last column: Löwdin charge in e.
Geometry (Å):
1 C -0.500 -2.040 -0.150  -0.047
2 C 1.704 -0.252 0.838  -0.065
3 C 1.244 2.347 -0.989  -0.166
4 C -1.907 0.099 -0.884  0.051
5 N -0.717 -0.645 0.242  -0.315
6 C 0.481 0.242 0.110  -0.385
7 C 0.239 1.302 -0.637  -0.150
8 N -1.317 -0.634 1.550  0.087
9 H -1.493 0.342 1.770  0.101
10 H -0.640 -0.978 2.230  0.084
11 H -1.461 -2.554 -0.165  0.091
12 H -0.046 -2.051 -1.139  0.104
13 H 0.160 -2.556 0.550  0.091
14 H 1.511 -0.471 1.894  0.062
15 H 2.473 0.520 0.804  0.064
16 H 2.133 -1.153 0.388  0.067
17 H 1.414 2.338 -2.070  0.060
18 H 0.855 3.341 -0.748  0.055
19 H -1.674 -0.177 -1.903  0.067
20 H -1.940 1.183 -0.727  0.044
21 H -2.746 -0.449 -0.464  0.056
22 H 2.227 2.245 -0.500  0.044

ORCA calculation (ωB97M-V/def2-TZVPD) on an isolated ion of composition C6H14N2 and charge +2 in a non-equilibrium geometry.

Summary:
Gap between HOMO and LUMO (Eh): 0.372
Highest occupied orbital energy (eV): -18.9
Total charge: +2
F_max (eV/Å): 3.76
Structure (SMILES): C=[NH+]C(=C)C[C@H](C)[NH3+]

Last column: Löwdin charge in e.
Geometry (Å):
1 C -0.615 -2.625 -1.051  -0.012
2 C 0.348 -1.662 -0.150  -0.279
3 C 0.146 -0.260 -0.782  -0.109
4 C 0.459 0.945 0.119  -0.308
5 C 1.278 1.122 1.111  0.121
6 C -0.446 3.078 -0.633  0.267
7 N -0.643 1.895 -0.113  0.104
8 N -0.226 -1.699 1.292  0.168
9 H 0.064 -3.089 -1.770  0.094
10 H -1.072 -3.467 -0.365  0.125
11 H -1.461 -2.054 -1.464  0.079
12 H 1.476 -2.081 0.046  0.213
13 H 0.986 -0.176 -1.534  0.170
14 H -0.861 -0.257 -1.285  0.130
15 H 2.016 0.315 1.439  0.129
16 H 1.306 2.119 1.641  0.129
17 H -1.213 3.783 -0.772  0.123
18 H 0.431 3.598 -0.741  0.113
19 H -1.581 1.464 -0.048  0.194
20 H -0.333 -2.709 1.607  0.194
21 H -1.131 -1.145 1.318  0.193
22 H 0.430 -1.260 1.992  0.162

ORCA calculation (ωB97M-V/def2-TZVPD) on one molecule with the formula C6H14N2O in a non-equilibrium geometry.

Summary:
Gap between HOMO and LUMO (spin up / spin down) (Eh): 0.330 / 0.325
Highest occupied orbital energy (spin up / spin down) (eV): -8.2 / -8.1
F_max (eV/Å): 4.14

Last column: Löwdin charge in e.
Geometry (Å):
1 C 1.735 0.187 -0.538  -0.168
2 C 1.955 0.992 0.763  -0.199
3 C 0.578 -0.726 -0.398  -0.463
4 C 0.469 -1.690 -1.598  -0.065
5 C -1.838 -0.747 0.153  -0.149
6 C -1.404 2.170 1.262  -0.100
7 N -0.674 0.007 -0.262  -0.051
8 N -0.292 1.212 1.330  -0.017
9 O 0.891 1.904 0.999  -0.156
10 H 1.646 0.956 -1.316  0.135
11 H 2.596 -0.339 -0.645  0.080
12 H 2.080 0.269 1.549  0.101
13 H 2.851 1.641 0.914  0.134
14 H 0.795 -1.385 0.642  0.186
15 H 1.380 -1.653 -2.299  0.095
16 H -0.435 -1.302 -2.231  0.109
17 H 0.407 -2.727 -1.350  0.049
18 H -2.578 0.038 0.406  0.059
19 H -2.281 -1.349 -0.650  0.080
20 H -1.723 -1.361 1.082  0.090
21 H -1.001 3.206 1.454  0.103
22 H -1.836 2.156 0.210  0.093
23 H -2.110 1.693 1.892  0.054

ORCA calculation (ωB97M-V/def2-TZVPD) on a 3-piece molecular cluster, C6H14N2O overall in a non-equilibrium geometry.

Summary:
Gap between HOMO and LUMO (Eh): 0.263
Highest occupied orbital energy (eV): -6.3
F_max (eV/Å): 5.87

Last column: Löwdin charge in e.
Geometry (Å):
1 C -0.252 0.223 -0.428  -0.299
2 C 0.218 0.313 0.887  -0.230
3 C 2.185 0.331 -0.146  -0.152
4 C -2.462 -1.728 0.646  -0.110
5 C 2.520 1.058 -1.424  -0.183
6 C -2.207 -0.328 0.178  -0.292
7 N 0.255 -0.705 1.797  0.083
8 O -0.558 1.421 -1.027  -0.016
9 N -3.137 0.439 -0.162  0.086
10 H -0.269 1.405 -1.946  0.107
11 H -0.031 -0.620 -1.075  0.135
12 H 0.171 1.313 1.311  0.147
13 H 0.193 -0.445 2.768  0.101
14 H 0.849 -1.503 1.629  0.102
15 H -2.801 1.340 -0.514  0.034
16 H 2.687 0.755 0.724  0.049
17 H 2.358 -0.745 -0.193  0.055
18 H -1.887 -2.448 0.058  0.066
19 H -3.523 -1.983 0.558  0.067
20 H -2.171 -1.840 1.691  0.054
21 H 3.585 0.995 -1.688  0.068
22 H 2.278 2.123 -1.355  0.069
23 H 1.998 0.630 -2.289  0.059

ORCA calculation (ωB97M-V/def2-TZVPD) on C6H14N2O as an isolated structure in a non-equilibrium geometry.

Summary:
Gap between HOMO and LUMO (spin up / spin down) (Eh): 0.309 / 0.309
Highest occupied orbital energy (spin up / spin down) (eV): -8.0 / -8.0
F_max (eV/Å): 2.96

Last column: Löwdin charge in e.
Geometry (Å):
1 C -1.338 0.064 0.422  -0.500
2 C 3.367 1.254 -0.150  -0.210
3 C -2.462 -0.862 0.042  -0.050
4 C -1.196 0.326 1.898  -0.063
5 C 0.379 -1.561 -1.394  -0.058
6 C 0.401 -0.814 -0.106  -0.257
7 N -1.253 1.196 -0.354  0.112
8 O 2.330 0.550 -0.754  -0.236
9 N 1.228 -0.076 0.404  0.132
10 H -1.387 1.062 -1.348  0.102
11 H -0.423 1.762 -0.187  0.108
12 H 4.332 0.812 -0.424  0.066
13 H 3.348 1.289 0.953  0.072
14 H 3.353 2.298 -0.492  0.067
15 H -2.476 -1.074 -1.027  0.073
16 H -2.395 -1.795 0.597  0.090
17 H -3.412 -0.381 0.295  0.092
18 H -0.282 0.878 2.103  0.070
19 H -1.170 -0.609 2.452  0.086
20 H -2.054 0.913 2.234  0.088
21 H 1.327 -1.396 -1.905  0.072
22 H 0.204 -2.620 -1.211  0.079
23 H -0.422 -1.215 -2.048  0.066

ORCA calculation (ωB97M-V/def2-TZVPD) on a 2-piece molecular cluster, C6H14N2O overall in a non-equilibrium geometry.

Summary:
Gap between HOMO and LUMO (Eh): 0.295
Highest occupied orbital energy (eV): -7.1
F_max (eV/Å): 4.81
Structure (SMILES): CC=C(N)N.C=COC

Last column: Löwdin charge in e.
Geometry (Å):
1 C 0.631 -1.312 1.776  -0.093
2 C -1.038 0.465 1.389  -0.209
3 C -2.110 -0.320 1.628  0.025
4 O 0.335 0.058 1.547  -0.222
5 H -1.100 1.492 1.737  0.109
6 H 1.662 -1.429 1.443  0.086
7 H 0.020 -1.989 1.175  0.084
8 H 0.480 -1.553 2.832  0.093
9 H -2.915 0.037 2.249  0.053
10 H -2.125 -1.382 1.445  0.049
11 C 1.899 -0.731 -1.495  -0.118
12 C -0.090 0.777 -0.981  -0.484
13 N -0.890 0.018 -1.867  0.079
14 N -0.397 2.173 -0.963  0.074
15 C 1.238 0.410 -0.797  -0.142
16 H -1.861 0.313 -1.860  0.073
17 H -0.510 0.005 -2.804  0.083
18 H 0.051 2.617 -0.169  0.078
19 H -1.401 2.304 -0.894  0.071
20 H 1.893 1.105 -0.293  0.102
21 H 2.899 -0.906 -1.102  0.065
22 H 1.307 -1.645 -1.436  0.070
23 H 2.019 -0.507 -2.560  0.071

ORCA calculation (ωB97M-V/def2-TZVPD) on a 2-piece molecular cluster, C6H14N2O overall in a non-equilibrium geometry.

Summary:
Gap between HOMO and LUMO (Eh): 0.348
Highest occupied orbital energy (eV): -8.5
F_max (eV/Å): 5.16
Structure (SMILES): CCC(C)=O.C/C=N/N

Last column: Löwdin charge in e.
Geometry (Å):
1 C 0.187 -0.056 1.694  -0.228
2 C -1.155 -0.830 -0.956  -0.157
3 C 0.089 1.416 -1.641  -0.047
4 C -0.604 0.811 2.605  -0.069
5 C -0.058 -1.708 -1.537  -0.137
6 N 1.045 0.477 0.881  -0.053
7 C -0.825 0.839 -0.601  -0.450
8 N 2.103 -0.317 0.460  0.007
9 O -1.752 1.441 -0.120  0.033
10 H 0.232 -1.123 1.935  0.119
11 H 2.256 -1.145 1.035  0.083
12 H 2.956 0.224 0.406  0.086
13 H -1.711 -1.312 -0.153  0.091
14 H -1.896 -0.641 -1.738  0.095
15 H 1.065 0.944 -1.580  0.052
16 H -0.306 1.246 -2.639  0.092
17 H 0.202 2.482 -1.446  0.086
18 H -0.892 0.305 3.524  0.075
19 H -0.028 1.707 2.837  0.083
20 H -1.519 1.155 2.123  0.063
21 H -0.484 -2.591 -2.017  0.066
22 H 0.513 -1.213 -2.321  0.064
23 H 0.581 -2.112 -0.752  0.047

ORCA calculation (ωB97M-V/def2-TZVPD) on a 3-piece molecular cluster, C6H14N2O overall.

Summary:
Gap between HOMO and LUMO (Eh): 0.296
Highest occupied orbital energy (eV): -7.4
F_max (eV/Å): 0.57

Last column: Löwdin charge in e.
Geometry (Å):
1 C 2.118 0.300 -0.851  -0.022
2 C 0.652 1.639 0.690  -0.089
3 N 2.520 -0.643 -0.056  0.080
4 H 3.361 -0.464 0.480  0.111
5 H 1.624 -1.128 0.465  0.051
6 H 1.225 0.143 -1.436  0.070
7 H 2.764 1.132 -1.106  0.094
8 H 1.128 1.452 1.653  0.015
9 H -0.290 2.171 0.809  -0.003
10 H 1.297 2.289 0.092  -0.011
11 C -1.660 -1.834 -0.765  -0.051
12 C -0.419 -0.283 0.779  -0.557
13 C -1.144 -0.434 -0.556  -0.308
14 N -1.309 0.055 1.808  0.119
15 C -1.345 0.544 -1.434  0.040
16 O 0.444 -1.186 1.101  -0.086
17 H -1.881 0.869 1.638  0.090
18 H -0.870 0.059 2.719  0.098
19 H -0.829 -2.544 -0.767  0.081
20 H -2.314 -2.122 0.062  0.087
21 H -2.210 -1.920 -1.702  0.075
22 H -1.910 0.367 -2.342  0.063
23 H -0.952 1.539 -1.279  0.053

The records above give, respectively, energy relative to the best compared isomer or geometry (same formula, charge and spin) values of 176.9; 178.9; 547.1; 220.1; 612.3; 578.3; 494.3; 450.9; 346.8; 466.8 kJ/mol.